# 1
DFT (the ωB97M-V functional and the def2-TZVPD basis) results for a cluster of 3 separate species, C12H31NO13P2 in total.

The LUMO energy is 0.0 eV. The SMILES is C[C@@H](O)CNCCOOC(=O)O.COP(=O)(OC)OC.COP(=O)(OC)OC.

Each line ends with the Mulliken charge.
CARTESIAN COORDINATES (ANGSTROEM)
C (3.35235, -0.75040, 1.10737)  -1.40
C (3.21308, 0.53118, 0.29715)  0.44
O (3.14764, 0.20563, -1.08806)  -0.57
C (1.96737, 1.27663, 0.76000)  -0.87
N (1.46791, 2.19573, -0.27087)  -0.32
C (0.79182, 3.37128, 0.27496)  -0.81
C (-0.38913, 3.03344, 1.15668)  -0.27
O (-1.56959, 2.99971, 0.34183)  -0.27
O (-2.46454, 2.05606, 0.95793)  -0.26
C (-2.36438, 0.91125, 0.18977)  0.73
O (-1.85434, -0.07367, 0.61448)  -0.46
O (-2.87298, 1.04712, -1.05108)  -0.44
H (3.12480, -0.57486, 2.16171)  0.32
H (4.34671, -1.18601, 1.02463)  0.34
H (2.63328, -1.49667, 0.76671)  0.33
H (4.10987, 1.13579, 0.46096)  0.29
H (2.24861, 0.35297, -1.40445)  0.39
H (2.19084, 1.78331, 1.70921)  0.42
H (1.19647, 0.53511, 0.99107)  0.33
H (2.29575, 2.54122, -0.74857)  0.24
H (0.40603, 3.94700, -0.57132)  0.40
H (1.46153, 4.05230, 0.81560)  0.40
H (-0.29579, 2.08071, 1.67225)  0.35
H (-0.51645, 3.80271, 1.92315)  0.34
H (-3.84080, 0.97885, -0.99848)  0.36
C (-9.50484, 3.17978, 1.38650)  -0.65
O (-8.23720, 2.57313, 1.07946)  -0.28
P (-7.90028, 2.05964, -0.43603)  1.04
O (-6.80771, 1.09312, -0.23274)  -0.69
O (-7.45572, 3.53113, -0.96829)  -0.30
C (-6.35497, 4.18280, -0.33197)  -0.65
O (-8.54375, 1.66530, -1.85833)  -0.30
C (-9.60357, 2.43953, -2.45475)  -0.59
H (-9.47218, 3.47518, 2.43120)  0.24
H (-9.67017, 4.06642, 0.76915)  0.32
H (-10.32272, 2.47283, 1.24721)  0.29
H (-5.67898, 3.46056, 0.12455)  0.30
H (-6.71365, 4.88015, 0.42654)  0.25
H (-5.82725, 4.74198, -1.10145)  0.24
H (-9.21683, 3.40245, -2.78269)  0.27
H (-10.43303, 2.58618, -1.76387)  0.27
H (-9.95701, 1.87566, -3.31321)  0.25
C (4.94286, -5.61400, 0.00303)  -0.69
O (5.72817, -4.50236, 0.45839)  -0.18
P (7.32332, -4.67107, 0.83429)  1.00
O (7.59113, -3.53850, 1.72843)  -0.66
O (7.72436, -4.43374, -0.74273)  -0.32
C (7.30485, -3.22988, -1.38275)  -0.66
O (8.58238, -5.68586, 0.94323)  -0.35
C (8.69178, -6.85895, 0.11784)  -0.56
H (3.95194, -5.23260, -0.22701)  0.23
H (5.37733, -6.05131, -0.90005)  0.32
H (4.85580, -6.37749, 0.77643)  0.30
H (7.15750, -2.42951, -0.65832)  0.32
H (6.38135, -3.39340, -1.94088)  0.23
H (8.09077, -2.94917, -2.08150)  0.25
H (8.88976, -6.56813, -0.91129)  0.26
H (7.79190, -7.47138, 0.16540)  0.26
H (9.52865, -7.43490, 0.50362)  0.25


# 2
DFT (the ωB97M-V functional and the def2-TZVPD basis) results for a structure of composition C12H32AgNO19S5.

Its spin multiplicity is 2. Its charge is -1. The LUMO energy (alpha / beta) is 2.3 / -0.4 eV.

Each line ends with the Löwdin spin population.
CARTESIAN COORDINATES (ANGSTROEM)
Ag (0.80341, -0.55831, 0.01040)  0.40
N (0.45021, -1.13538, -2.53512)  0.00
O (-0.26127, -1.58372, -1.61971)  0.03
O (1.20417, -0.16026, -2.16575)  0.06
O (0.38699, -1.52168, -3.70226)  0.01
S (0.64921, 0.53650, 2.69090)  -0.01
O (-0.56059, 1.21269, 3.04249)  0.01
O (0.37549, -0.86995, 2.10668)  0.27
O (1.27069, 1.09161, 1.41989)  0.21
O (1.57447, 0.46069, 3.77036)  0.03
O (2.80952, -4.94164, 0.16944)  0.00
S (2.10489, -3.85027, 0.72330)  0.00
O (1.91936, -2.67736, -0.15425)  0.00
O (0.70533, -4.43383, 1.18086)  0.00
C (-0.52380, -4.11254, 0.48237)  0.00
C (-0.37094, -4.72326, -0.92976)  0.00
C (2.69014, -3.25456, 2.28449)  0.00
H (-0.74911, -3.01607, 0.52154)  0.00
H (-1.26772, -4.63732, 1.13552)  0.00
H (0.21113, -5.61188, -0.83401)  0.00
H (0.14117, -3.95322, -1.47443)  0.00
H (-1.28039, -4.98465, -1.47398)  0.00
H (3.83389, -3.26169, 2.31708)  0.00
H (2.41550, -3.96487, 3.08435)  0.00
H (2.24562, -2.26399, 2.48543)  0.00
O (-2.95796, 4.64162, -0.59167)  0.00
S (-1.94022, 3.61221, -0.59994)  0.00
O (-2.39609, 2.28816, -0.94265)  0.00
O (-0.76276, 4.03003, -1.53862)  0.00
C (0.12345, 2.86675, -1.92285)  0.00
C (-0.37756, 2.26541, -3.18011)  0.00
C (-1.24522, 3.58227, 1.06448)  0.00
H (-0.00258, 2.13792, -1.12252)  0.00
H (1.18541, 3.21075, -1.92690)  0.00
H (0.19166, 1.38860, -3.56363)  0.00
H (-0.40880, 3.01847, -3.97637)  0.00
H (-1.37508, 1.89255, -3.00709)  0.00
H (-0.74669, 4.60599, 1.28854)  0.00
H (-0.42718, 2.91394, 1.14324)  0.00
H (-2.05352, 3.44661, 1.74233)  0.00
O (-5.78406, 1.71915, 1.65512)  0.00
S (-5.55944, 0.29566, 1.63767)  0.00
O (-6.09957, -0.52745, 2.62660)  0.00
O (-6.13732, -0.36388, 0.22954)  0.00
C (-5.77532, 0.38797, -1.01104)  0.00
C (-4.52064, -0.16136, -1.75070)  0.00
C (-3.77859, 0.21073, 1.41430)  0.00
H (-5.79093, 1.46501, -0.85894)  0.00
H (-6.53040, 0.24423, -1.77631)  0.00
H (-4.49766, 0.17971, -2.78881)  0.00
H (-4.46455, -1.26899, -1.68833)  0.00
H (-3.60822, 0.19518, -1.24818)  0.00
H (-3.52564, -0.80466, 1.47884)  0.00
H (-3.31175, 0.77369, 2.23593)  0.00
H (-3.55635, 0.71868, 0.46578)  0.00
O (4.58398, -0.74511, 0.33068)  0.00
S (5.25728, 0.29277, 1.05553)  0.00
O (6.63467, 0.37863, 1.25675)  0.00
O (4.87633, 1.72545, 0.35515)  0.00
C (3.76078, 1.70169, -0.56347)  0.00
C (4.20464, 1.24062, -1.99167)  0.00
C (4.32460, 0.34872, 2.59099)  0.00
H (3.34278, 2.75405, -0.46726)  0.00
H (3.01084, 0.98995, -0.22046)  0.00
H (5.19686, 1.65842, -2.18657)  0.00
H (3.66497, 1.80677, -2.76591)  0.00
H (4.19856, 0.17166, -2.16619)  0.00
H (4.41319, -0.64458, 3.09055)  0.00
H (3.27802, 0.48099, 2.32315)  0.00
H (4.60870, 1.08995, 3.33521)  0.00


# 3
DFT (the ωB97M-V functional and the def2-TZVPD basis) results for a structure of composition C12H32AgNO7.

Its spin multiplicity is 2. Its charge is +1. The LUMO energy (alpha / beta) is -2.1 / -4.8 eV. As for the energy above the lowest of the compared OMol25 structures with the same formula, charge and spin: 0.678 eV.

Each line ends with the Löwdin spin population.
CARTESIAN COORDINATES (ANGSTROEM)
Ag (4.65796, 14.33540, -22.11876)  0.10
C (9.03547, 15.19741, -22.39040)  0.01
C (7.81352, 15.93444, -21.88633)  0.10
O (6.62737, 15.56187, -22.45913)  0.70
H (9.01904, 15.13945, -23.47602)  0.00
H (9.19047, 14.24064, -21.88739)  0.00
H (9.95570, 15.70858, -22.08762)  0.00
H (7.94303, 17.02150, -21.80168)  0.02
H (7.71569, 15.70810, -20.80360)  0.06
C (6.37059, 10.80727, -23.61404)  0.00
O (6.10361, 11.81437, -22.62079)  0.00
C (6.70805, 11.44155, -21.39681)  0.00
C (6.42481, 12.47136, -20.31874)  0.00
N (4.99484, 12.79905, -20.24674)  0.01
C (4.70387, 13.59471, -19.05345)  0.00
C (3.51151, 14.56997, -19.25077)  0.00
O (3.80864, 15.50858, -20.25881)  0.00
C (4.31071, 16.74303, -19.78608)  0.00
H (5.66951, 11.06038, -24.41239)  0.00
H (6.19322, 9.79206, -23.27145)  0.00
H (7.35640, 11.02379, -24.02794)  0.00
H (7.78664, 11.33824, -21.55675)  0.00
H (6.33803, 10.45673, -21.09225)  0.00
H (6.99460, 13.38782, -20.48207)  0.00
H (6.78049, 12.07134, -19.36015)  0.00
H (4.31352, 12.05618, -20.29830)  0.00
H (5.55778, 14.22222, -18.79735)  0.00
H (4.39165, 13.05346, -18.15006)  0.00
H (3.31650, 15.01342, -18.27010)  0.00
H (2.60794, 14.02366, -19.52012)  0.00
H (5.31824, 16.79794, -19.36698)  0.00
H (3.57078, 17.20519, -19.12386)  0.00
H (4.29651, 17.40983, -20.65413)  0.00
C (2.29671, 12.58937, -23.19515)  0.00
C (2.74033, 13.36766, -24.39885)  0.00
O (4.12327, 13.61782, -24.31969)  0.00
O (2.47650, 13.38158, -21.99166)  0.00
H (2.94936, 11.71926, -23.03737)  0.00
H (1.29600, 12.17503, -23.33003)  0.00
H (2.17511, 14.29229, -24.55313)  0.00
H (2.47802, 12.69753, -25.23211)  0.00
H (4.49994, 14.03916, -25.09662)  0.00
H (2.04221, 12.88425, -21.28929)  0.00
C (2.99264, 17.12790, -24.00882)  0.00
C (3.42880, 17.37567, -25.45223)  0.00
O (2.46423, 18.22346, -26.03302)  0.00
O (3.94470, 16.47865, -23.18844)  0.00
H (2.06139, 16.57078, -23.95855)  0.00
H (2.81870, 18.14900, -23.63855)  0.00
H (3.44500, 16.39126, -25.94260)  0.00
H (4.41157, 17.85293, -25.49642)  0.00
H (2.55571, 18.19311, -26.98886)  0.00
H (4.69542, 17.05969, -23.01768)  0.00


# 4
DFT (the ωB97M-V functional and the def2-TZVPD basis) results for a structure of composition C12H32B2F3NO6SiTa.

Its charge is -1. The LUMO energy is 2.8 eV.

Each line ends with the Mulliken charge.
CARTESIAN COORDINATES (ANGSTROEM)
C (-1.62318, 0.23545, -2.69223)  -0.74
C (-1.89428, -0.92806, -1.70876)  -0.99
Ta (-1.45489, -0.50877, 0.51827)  1.12
N (-3.41647, -1.10036, 0.95824)  -0.65
C (0.62708, 0.05281, -0.24002)  -0.72
C (1.11265, 1.47351, -0.04490)  0.03
O (2.55423, 1.60766, 0.07857)  -0.59
Si (3.48761, 1.38315, -1.25706)  0.57
C (2.77178, 2.25928, -2.75285)  -1.02
C (5.14777, 2.14225, -0.84386)  -1.12
C (3.80591, -0.41521, -1.68752)  -0.99
C (-0.81960, -0.02035, 2.66018)  -1.09
C (-0.53298, -1.06298, 3.72270)  -0.20
O (0.29693, -0.48517, 4.76406)  -0.58
C (-1.81714, -1.59126, 4.42502)  0.73
F (-1.83690, -1.35477, 5.74813)  -0.30
F (-1.93912, -2.94607, 4.29556)  -0.30
F (-2.96545, -1.07437, 3.94865)  -0.25
B (-0.62423, -2.78168, 0.61441)  0.38
O (-0.95493, -3.69959, 1.61228)  -0.63
O (0.25076, -3.30220, -0.34621)  -0.54
C (-0.07714, -4.52347, -0.98086)  -0.74
B (-2.15890, 1.80849, 0.32713)  0.45
O (-1.67120, 2.86360, 1.13850)  -0.63
O (-3.13398, 2.17191, -0.59945)  -0.41
C (-3.04189, 3.40584, -1.28971)  -0.77
H (-0.91360, 0.97048, -2.29261)  0.02
H (-1.25626, -0.10836, -3.66975)  0.33
H (-2.55166, 0.79013, -2.88078)  0.18
H (-2.90726, -1.31928, -1.88211)  0.47
H (-1.20953, -1.75189, -1.97176)  0.21
H (-3.88699, -1.50715, 0.15859)  0.22
H (-4.01852, -0.38952, 1.35789)  0.21
H (0.70066, -0.24486, -1.29805)  0.36
H (1.31949, -0.61150, 0.30411)  0.62
H (0.71264, 1.92498, 0.87088)  0.01
H (0.77976, 2.09267, -0.89269)  0.02
H (3.56002, 2.47145, -3.48167)  0.37
H (2.28569, 3.19094, -2.44515)  0.27
H (1.99957, 1.63365, -3.21642)  0.30
H (5.83654, 1.99614, -1.68372)  0.32
H (5.58466, 1.63166, 0.02509)  0.27
H (5.07372, 3.21002, -0.61716)  0.27
H (3.14102, -0.74382, -2.49422)  0.30
H (4.83931, -0.51060, -2.04559)  0.37
H (3.65605, -1.07920, -0.83257)  0.27
H (0.10530, 0.56891, 2.56528)  0.13
H (-1.56035, 0.67741, 3.08011)  0.49
H (0.01514, -1.93101, 3.34925)  0.57
H (1.01788, -1.09213, 4.93882)  0.37
H (-1.84355, -3.56476, 1.94968)  0.27
H (0.80662, -5.17228, -1.02422)  0.24
H (-0.88071, -5.06094, -0.46608)  0.29
H (-0.40157, -4.31989, -2.01111)  0.24
H (-1.02465, 3.43692, 0.72013)  0.25
H (-2.03473, 3.83705, -1.25261)  0.29
H (-3.28475, 3.22571, -2.34361)  0.22
H (-3.75239, 4.13943, -0.88627)  0.25